A 5-piece molecular cluster, C30H29Cl3F4O2Si overall in a non-equilibrium geometry, computed with ωB97M-V/def2-TZVPD.

Geometry as XYZ:
```
69
Properties=species:S:1:pos:R:3:forces:R:3:lowdin_charge:R:1
C 3.7524 1.4385 1.3937 -0.2298 0.6016 -0.1998 0.0274
C 2.4715 0.8325 1.9176 1.3283 2.6423 -0.3954 -0.6152
O 2.3476 -0.3227 1.8784 -0.9277 -3.6878 0.4724 0.1383
O 1.5017 1.6307 2.4306 -0.6226 0.4539 -0.1251 -0.0728
C 0.9704 2.6144 1.4828 1.1256 -0.0944 0.3282 -0.2578
Si 0.4913 1.8339 -0.1539 -0.5852 0.4684 -1.0954 0.3086
Cl 0.4537 3.4017 -1.5480 0.0434 -0.3278 0.5490 0.2879
C -1.1919 1.0170 -0.2526 0.1434 0.3742 -1.6220 -0.7770
Cl -1.8373 0.8830 -1.8911 0.5007 0.0764 0.1694 0.5952
C -1.9121 0.5152 0.7196 -0.2177 -0.3819 1.1827 -0.8015
C -1.4670 0.5614 2.1538 -1.0078 -0.4288 0.2937 -0.1026
Cl -3.4340 -0.2624 0.4303 0.0614 0.0166 0.1292 0.6780
H 4.4640 1.6168 2.1963 -0.0735 0.0540 0.1822 0.0952
H 4.1810 0.7220 0.7059 0.0939 -0.0928 -0.0771 0.0922
H 3.5836 2.3754 0.8647 0.1035 0.0903 0.0674 0.0758
H 1.7651 3.3482 1.2982 -0.3624 -0.1076 -0.1561 0.0520
H 0.1763 3.1557 1.9817 -0.1709 -0.0745 0.1043 0.0957
H 1.5030 0.9007 -0.6584 0.1059 -0.0148 0.1598 0.0075
H -2.2840 0.1786 2.7609 0.0123 -0.0763 0.1146 0.0663
H -0.6064 -0.0678 2.3587 0.2568 0.1616 -0.1075 0.0861
H -1.3275 1.5811 2.4844 0.3582 0.1704 0.0254 0.0732
F 2.3256 -0.9443 -2.1994 0.0250 0.0038 -0.0157 0.0387
C 1.6236 -2.0619 -1.9134 -0.2084 -0.2775 0.2362 -0.2823
C 1.2911 -2.9247 -2.9374 0.0914 0.0616 -0.2529 -0.0192
C 0.5765 -4.0762 -2.6402 -0.0051 0.0383 0.1547 -0.0822
C 0.1985 -4.3421 -1.3315 -0.0574 -0.1239 -0.0063 -0.0972
C 0.5378 -3.4597 -0.3149 -0.0041 -0.0102 -0.0989 -0.0682
C 1.2600 -2.3103 -0.6003 0.0931 0.3187 0.0539 -0.0102
H 1.5899 -2.6948 -3.9519 0.0157 0.0214 0.0245 0.1167
H 0.3145 -4.7663 -3.4316 -0.0020 0.0309 -0.0152 0.1040
H -0.3629 -5.2391 -1.1029 -0.0143 0.0310 0.0177 0.0875
H 0.2382 -3.6670 0.7043 0.0275 0.0027 -0.0012 0.1076
H 1.5402 -1.6091 0.1803 -0.0035 -0.1338 -0.1056 0.0872
F -8.4701 4.2002 -3.2441 -0.0399 0.0118 -0.0017 0.0538
C -7.1725 3.8361 -3.2339 0.2809 -0.0854 0.0064 -0.2909
C -6.7259 2.9660 -2.2594 -0.1430 -0.0875 0.1622 -0.0174
C -5.3904 2.5894 -2.2541 0.0137 0.0787 -0.0871 -0.0793
C -4.5218 3.0927 -3.2125 0.1257 -0.0205 -0.0228 -0.1009
C -4.9882 3.9700 -4.1818 -0.0613 -0.0841 0.1203 -0.0818
C -6.3248 4.3429 -4.1985 -0.0661 0.1571 -0.1706 -0.0219
H -7.4181 2.5909 -1.5168 -0.0193 0.0137 -0.0312 0.1163
H -5.0258 1.9022 -1.5009 -0.0036 0.0070 -0.0020 0.0845
H -3.4804 2.7994 -3.2013 -0.0209 0.0261 0.0075 0.0628
H -4.3104 4.3656 -4.9268 -0.0241 -0.0018 -0.0101 0.1042
H -6.7101 5.0192 -4.9503 -0.0261 -0.0008 0.0322 0.1156
F 2.2414 5.3688 1.5761 0.0187 0.1532 -0.0057 0.0379
C 3.3306 5.9975 2.0705 0.2869 0.1745 0.1388 -0.2800
C 3.8462 7.0814 1.3908 -0.1206 0.0912 -0.2391 -0.0143
C 4.9621 7.7259 1.9040 0.0137 -0.1092 0.1268 -0.0795
C 5.5491 7.2737 3.0784 0.0657 0.0487 0.0181 -0.0942
C 5.0172 6.1784 3.7447 0.0053 0.0912 -0.1038 -0.0813
C 3.8954 5.5355 3.2417 -0.1014 -0.2317 0.1102 -0.0186
H 3.3780 7.4127 0.4731 -0.0235 -0.0217 0.0216 0.1197
H 5.3742 8.5817 1.3864 -0.0162 -0.0156 -0.0207 0.1063
H 6.4218 7.7764 3.4741 -0.0134 -0.0103 -0.0019 0.1021
H 5.4760 5.8231 4.6578 -0.0293 -0.0054 0.0018 0.1059
H 3.4599 4.6846 3.7504 -0.0140 0.0072 -0.0274 0.1175
F -0.5697 -6.7521 1.4073 -0.0050 0.0423 0.0019 0.0532
C -0.5816 -8.0048 0.9103 -0.0099 -0.2752 -0.1002 -0.2873
C -1.3189 -8.9778 1.5546 -0.1388 0.0430 0.2040 -0.0182
C -1.3313 -10.2648 1.0368 0.1065 0.0522 -0.1148 -0.0838
C -0.6028 -10.5633 -0.1071 -0.0127 -0.0885 -0.0206 -0.0980
C 0.1357 -9.5721 -0.7386 -0.1086 -0.0496 0.1128 -0.0819
C 0.1437 -8.2813 -0.2307 0.1663 0.2028 -0.1484 -0.0212
H -1.8737 -8.7268 2.4492 0.0089 0.0300 -0.0199 0.1172
H -1.9102 -11.0362 1.5273 0.0051 0.0209 0.0202 0.1044
H -0.6117 -11.5694 -0.5060 0.0025 0.0157 0.0041 0.1004
H 0.7068 -9.8036 -1.6279 -0.0059 0.0287 0.0006 0.1051
H 0.7073 -7.4927 -0.7128 0.0103 0.0051 0.0472 0.1089
```
Positions in Å, forces in eV/Å.

Output
- HOMO energy: -9.07 eV
- Structure (SMILES): CC(=O)OC[Si@H](Cl)/C(Cl)=C(\C)Cl.Fc1ccccc1.Fc1ccccc1.Fc1ccccc1.Fc1ccccc1

---

C30H29ClEuN5O7S as an isolated structure in a non-equilibrium geometry, computed with ωB97M-V/def2-TZVPD.

Geometry as XYZ:
```
74
Properties=species:S:1:pos:R:3:forces:R:3:lowdin_charge:R:1
Eu 0.4489 0.8461 0.5448 -0.5139 -0.6950 0.4439 1.9562
C -3.2609 0.8743 1.1077 -0.0347 0.0592 -0.0813 -0.0675
O -2.1722 0.8206 0.1964 0.1147 0.1532 0.3101 -0.2218
C -2.3750 1.2596 -1.1019 0.3684 -0.1505 -0.4286 -0.2564
C -3.3782 2.1218 -1.4895 0.0100 -0.1973 0.2385 -0.0553
C -3.4763 2.5017 -2.8253 -0.0740 0.0538 -0.0788 -0.1154
C -2.5692 2.0032 -3.7433 -0.1010 0.0982 -0.0590 -0.1092
C -1.5576 1.1460 -3.3524 0.2853 -0.3303 0.0919 -0.0254
C -1.4185 0.7536 -2.0182 -0.3297 0.0707 0.4979 -0.2417
N -0.4166 -0.0612 -1.4952 -0.5435 1.0234 0.2597 -0.1511
N 0.0767 -0.8643 -2.4139 0.3346 -0.4775 -0.5908 0.0385
C 1.1752 -1.5906 -2.1438 0.6237 -0.3330 0.2822 -0.1888
C 2.0995 -1.4406 -1.0550 0.0961 -0.7955 -0.7738 -0.3517
O 1.9469 -0.5758 -0.1117 -0.1230 1.1743 0.8720 -0.2812
C 3.2525 -2.2827 -0.9787 -0.6149 0.3624 -0.0287 -0.0217
C 3.4807 -3.2681 -1.8751 -0.1084 -0.3241 -0.4264 -0.0624
C 2.5651 -3.4870 -2.9507 0.3429 -0.1150 0.1542 -0.1892
C 2.7745 -4.5313 -3.8733 0.0560 -0.0589 -0.0102 -0.0649
C 1.9038 -4.7632 -4.9027 0.0912 -0.0729 0.0014 -0.1207
C 0.7773 -3.9395 -5.0453 -0.0808 0.0410 -0.0326 -0.1115
C 0.5545 -2.9150 -4.1643 -0.0372 0.0721 0.0480 -0.0380
C 1.4388 -2.6545 -3.0928 -0.0263 0.0435 0.0023 -0.1067
H -3.4499 1.8955 1.4498 0.0100 0.0189 -0.0388 0.0856
H -2.9671 0.2733 1.9611 -0.0382 0.0159 -0.0212 0.0729
H -4.1635 0.4757 0.6368 0.0519 -0.0015 -0.0164 0.1014
H -4.0958 2.4750 -0.7634 -0.0713 0.0814 0.0517 0.1012
H -4.2595 3.1794 -3.1339 -0.0464 0.0327 -0.0140 0.0885
H -2.6383 2.2932 -4.7837 -0.0164 0.0360 -0.0306 0.0944
H -0.8372 0.7706 -4.0652 0.0236 -0.0188 0.0104 0.1047
H 3.9299 -2.1040 -0.1565 0.0381 0.0818 0.1130 0.1092
H 4.3526 -3.9008 -1.7809 0.0773 -0.0996 -0.0690 0.0963
H 3.6521 -5.1525 -3.7419 0.0466 -0.0664 -0.0267 0.0998
H 2.0810 -5.5723 -5.5974 0.0161 -0.0659 -0.0605 0.0862
H 0.0781 -4.1131 -5.8534 -0.0183 -0.0087 -0.0383 0.0887
H -0.3112 -2.2780 -4.2652 -0.0399 0.0265 -0.0072 0.0948
O -0.8831 0.2766 2.9170 0.2653 0.2240 -0.0342 -0.2273
C -0.9208 -0.8503 3.7805 -0.2391 -0.0445 0.0861 -0.2618
C 0.4378 -1.3627 4.2337 0.0095 -0.0094 0.0357 -0.1715
C 1.4228 -1.6669 3.0966 0.0361 0.1284 0.1471 -0.1479
C 0.8302 -2.5178 2.0152 -0.5638 0.5403 -0.5744 -0.2879
C 1.1338 -3.8623 1.9154 -0.2113 -0.4335 -0.4323 -0.0231
C 0.5492 -4.6298 0.9035 -0.3019 0.7012 -0.0925 -0.0499
C -0.3436 -4.0026 0.0290 0.4715 -0.4765 0.3887 -0.0516
C -0.5975 -2.6520 0.1915 0.4540 0.4238 0.6967 -0.1207
N -0.0270 -1.9044 1.1586 0.0431 -0.7610 -0.1405 0.0672
H -0.2810 0.9510 3.3049 0.0508 -0.0760 0.0815 -0.0383
H -1.4518 -1.6287 3.2304 0.0071 0.0129 0.0143 0.1104
H -1.5212 -0.6015 4.6678 0.0650 -0.0522 -0.0775 0.1185
H 0.2511 -2.2722 4.8142 -0.0035 -0.0207 0.0044 0.1146
H 0.8935 -0.6398 4.9174 0.0145 -0.0057 -0.0821 0.1067
H 2.3008 -2.1695 3.5069 -0.0149 0.0041 0.0339 0.1162
H 1.7874 -0.7212 2.6905 -0.0312 -0.0372 -0.1532 0.0590
H 1.8392 -4.2999 2.6096 0.0044 -0.0273 0.0002 0.1080
H 0.7947 -5.6779 0.7950 -0.0053 -0.0060 -0.0245 0.1005
H -0.8077 -4.5346 -0.7909 0.0336 -0.0319 0.0257 0.1053
H -1.2531 -2.1264 -0.4889 -0.0112 0.0845 0.0025 0.1006
O 2.4310 3.9752 -1.6765 0.2089 0.6853 -0.2592 -0.2821
Cl 1.8534 2.7562 -1.2744 -0.3397 -0.1820 1.0018 0.6542
O 2.3622 2.3581 0.0563 0.1649 -0.0504 -0.4613 -0.4755
O 2.0712 1.7098 -2.2070 0.1090 -0.1103 -0.3417 -0.2927
O 0.4074 2.9057 -1.0228 0.0374 -0.1159 -0.4315 -0.4244
C -0.3669 6.7723 3.5202 -0.0209 0.0754 0.0179 -0.0418
C -0.4181 5.4201 2.8754 -0.2940 0.1092 -0.2524 -0.3405
C -1.3647 5.1471 1.8731 0.1484 -0.2237 0.0386 -0.0180
C -1.3206 3.8870 1.3158 0.2646 0.2951 0.2855 -0.1247
N -0.4399 2.9766 1.7337 -0.1584 -0.0579 -0.2705 -0.0747
C 0.4403 3.3166 2.6943 0.1922 -0.1601 0.0581 -0.8399
S 1.5922 2.1102 3.1506 -0.1313 -0.0519 0.1027 0.5630
N 0.4651 4.5295 3.2773 0.0635 -0.0247 0.0841 0.1000
H -1.3021 6.9840 4.0408 -0.0240 0.0063 0.0172 0.0768
H -0.2306 7.5469 2.7644 0.0049 0.0207 -0.0100 0.0790
H 0.4556 6.8127 4.2287 0.0153 -0.0137 0.0119 0.0737
H -2.0633 5.8959 1.5328 -0.0382 0.0360 -0.0087 0.1025
H -1.9671 3.5937 0.4973 -0.0437 -0.0085 -0.0323 0.1000
```
Positions in Å, forces in eV/Å.

Output
- Energy relative to the best compared isomer or geometry (same formula, charge and spin): 0.000 eV
- 2S+1: 8
- ⟨S²⟩: 15.803
- HOMO energy (alpha / beta): -2.62 / -4.24 eV
- Total charge: -1

---

C30H29ClEuN5O7S as an isolated structure in a non-equilibrium geometry, computed with ωB97M-V/def2-TZVPD.

Geometry as XYZ:
```
74
Properties=species:S:1:pos:R:3:forces:R:3:lowdin_charge:R:1
Eu 0.2025 -0.8444 -0.3593 -1.2544 3.0736 -0.0451 1.7789
C 0.0640 -0.7709 -4.0703 -0.0128 -0.0672 0.0500 -0.1077
O -0.6915 -0.6677 -2.8684 -0.3284 -0.0900 0.0082 -0.2410
C -2.0754 -0.7119 -3.0271 0.3431 0.0136 -0.0364 -0.2161
C -2.6600 -0.7877 -4.2803 -0.1438 0.0054 0.0200 -0.0505
C -4.0475 -0.8349 -4.4233 0.1803 0.0021 0.0404 -0.1238
C -4.8261 -0.8099 -3.2835 -0.0645 -0.0036 0.0882 -0.1213
C -4.2408 -0.7352 -2.0275 0.0196 -0.0012 -0.0269 -0.0308
C -2.8466 -0.6795 -1.8443 -0.1523 0.0763 -0.2640 -0.2217
N -2.2304 -0.5952 -0.6013 -0.2396 -0.0943 0.3835 -0.1088
N -3.1876 -0.5767 0.3590 0.5626 0.1325 0.0170 0.0354
C -2.9121 -0.5539 1.6849 -0.5010 -0.0510 -0.1592 -0.1747
C -1.6615 -0.5690 2.3318 0.7385 -0.0006 -0.6221 -0.3408
O -0.5248 -0.5567 1.6567 -0.4593 0.0972 0.1579 -0.2938
C -1.5840 -0.5736 3.7345 -0.0701 0.0352 0.5762 -0.0272
C -2.6886 -0.5272 4.5407 0.1439 -0.0193 -0.1883 -0.0584
C -3.9786 -0.4857 3.9510 -0.0692 -0.0032 -0.0309 -0.1925
C -5.1472 -0.4268 4.7476 0.1020 -0.0039 0.0303 -0.0657
C -6.3927 -0.3993 4.1874 -0.0611 0.0008 -0.1390 -0.1191
C -6.5154 -0.4325 2.7819 -0.0194 -0.0002 0.1275 -0.1068
C -5.3997 -0.4848 1.9893 0.0927 0.0007 -0.0226 -0.0339
C -4.0943 -0.5090 2.5396 -0.0717 0.0047 -0.0371 -0.0922
H -0.1666 0.0655 -4.7335 0.0149 0.0280 -0.0108 0.0959
H -0.1606 -1.7126 -4.5754 0.0126 -0.0132 -0.0126 0.1011
H 1.1117 -0.7422 -3.7969 -0.0057 -0.0045 0.0179 -0.0122
H -2.0499 -0.8175 -5.1676 0.0409 -0.0035 -0.0301 0.0887
H -4.4873 -0.9006 -5.4107 0.0094 0.0075 0.0273 0.0876
H -5.9070 -0.8555 -3.3615 0.0282 0.0032 0.0235 0.0916
H -4.8505 -0.7273 -1.1398 -0.0285 -0.0013 -0.0424 0.0728
H -0.5851 -0.6101 4.1574 -0.0310 0.0121 -0.0188 0.1090
H -2.5940 -0.5256 5.6208 0.0005 -0.0018 -0.0123 0.0974
H -5.0295 -0.4043 5.8267 -0.0020 -0.0075 -0.0202 0.1003
H -7.2753 -0.3546 4.8146 -0.0036 -0.0033 -0.0180 0.0870
H -7.4984 -0.4187 2.3250 0.0135 0.0042 0.0137 0.0890
H -5.4957 -0.5107 0.9131 0.0093 0.0102 0.0472 0.0825
O -0.3210 1.5825 -1.2562 0.3374 -0.0008 0.0056 -0.1751
C 0.6673 2.6058 -1.4148 -0.1441 -0.0324 0.0905 -0.2529
C 0.5650 3.6342 -0.3069 0.0694 0.1313 0.0158 -0.1699
C 0.4394 3.0072 1.0826 0.0190 -0.0322 0.0078 -0.1340
C 1.6028 2.1670 1.5397 -0.0973 -0.0868 0.0749 -0.2608
C 2.5325 2.6828 2.4336 0.0257 0.0184 0.0199 -0.0260
C 3.4947 1.8486 2.9810 0.0252 0.0824 0.0445 -0.0694
C 3.4886 0.5124 2.6339 0.0095 -0.0026 0.0117 -0.0560
C 2.5487 0.0841 1.7119 0.1456 -0.0163 -0.0867 -0.1577
N 1.6484 0.8857 1.1505 0.1012 0.1055 -0.0312 0.0390
H -1.2090 1.9591 -1.2669 -0.0071 -0.2140 0.0096 0.1087
H 0.5663 3.0700 -2.3994 -0.0105 0.0357 -0.0061 0.1213
H 1.6265 2.0931 -1.3889 -0.0072 -0.0726 -0.0024 0.0541
H -0.3086 4.2758 -0.4686 0.0112 -0.0108 -0.0175 0.1115
H 1.4473 4.2817 -0.3597 -0.0444 0.0039 0.0322 0.1176
H -0.4441 2.3675 1.1182 -0.0278 0.0037 -0.0044 0.1133
H 0.2860 3.8037 1.8128 0.0151 0.0040 0.0051 0.1132
H 2.4707 3.7266 2.7161 0.0148 -0.0196 0.0141 0.1086
H 4.2200 2.2344 3.6876 -0.0154 0.0080 -0.0147 0.1022
H 4.1944 -0.1935 3.0502 -0.0105 0.0204 -0.0124 0.1043
H 2.5422 -0.9544 1.4078 0.0369 -0.0184 -0.0570 0.0719
O 1.2723 -2.7861 0.4837 -0.2335 -0.9251 -0.1106 -0.4517
Cl 0.1576 -3.5065 -0.1840 0.4572 -1.4813 -0.0429 0.6710
O -1.0540 -3.0873 0.4669 0.2065 -0.5633 -0.0939 -0.3227
O 0.3778 -4.9129 -0.1821 -0.1820 0.6322 0.0152 -0.2664
O 0.1228 -2.9486 -1.5508 0.0380 -0.8227 0.4582 -0.4257
C 7.3921 0.2504 -2.9557 -0.0317 0.0105 -0.0177 -0.0452
C 6.3967 -0.2934 -1.9675 0.0614 0.1051 -0.1806 -0.3600
C 6.8050 -0.9244 -0.8012 0.0442 -0.0306 0.0307 -0.0474
C 5.7933 -1.3567 0.0326 -0.0389 -0.0348 0.1096 -0.1548
N 4.5074 -1.2046 -0.2390 -0.1682 0.0113 -0.0737 0.0473
C 4.1915 -0.5956 -1.3997 0.0232 0.0195 -0.0795 -0.7760
S 2.5174 -0.4062 -1.8605 0.8589 0.1222 -0.1955 0.5926
N 5.1163 -0.1267 -2.2694 -0.1979 -0.0688 0.1724 0.0793
H 8.4168 0.0058 -2.6755 -0.0210 -0.0044 0.0113 0.0658
H 7.2926 1.3355 -3.0178 -0.0041 -0.0157 0.0012 0.0772
H 7.1856 -0.1496 -3.9487 -0.0080 -0.0003 0.0172 0.0767
H 7.8493 -1.0694 -0.5602 -0.0183 0.0112 -0.0005 0.0947
H 6.0283 -1.8507 0.9729 -0.0262 -0.0095 -0.0124 0.1031
```
Positions in Å, forces in eV/Å.

Output
- Energy relative to the best compared isomer or geometry (same formula, charge and spin): 1.253 eV
- 2S+1: 8
- ⟨S²⟩: 15.807
- HOMO energy (alpha / beta): -2.78 / -4.21 eV
- Total charge: -1